Below is C33H60CaF12O30P2 as an isolated structure at a distorted geometry, with properties calculated with ωB97M-V/def2-TZVPD.

The geometry in XYZ format:
```
138
C33H60CaF12O30P2 (ωB97M-V/def2-TZVPD)
Ca 1.349 4.083 0.275
P -1.149 5.564 -0.993
F -0.238 4.262 -1.372
F -0.672 5.307 0.524
F 0.145 6.503 -1.237
F -2.083 6.817 -0.545
F -1.511 5.787 -2.576
F -2.402 4.535 -0.873
P -0.058 0.893 0.197
F 1.034 -0.260 -0.157
F 0.237 1.435 -1.274
F -1.292 -0.074 -0.186
F -0.963 2.185 0.533
F -0.189 0.454 1.808
F 1.232 1.710 0.663
C -0.742 -0.729 -3.616
C -1.037 -1.876 -4.614
C -1.777 -1.374 -5.899
O -0.791 -1.507 -6.916
C 0.381 -1.934 -6.391
O 1.435 -1.951 -7.011
O 0.251 -2.196 -5.030
H -0.182 0.033 -4.158
H -0.202 -1.042 -2.722
H -1.544 -0.154 -3.152
H -1.568 -2.614 -4.014
H -2.116 -0.343 -5.804
H -2.633 -2.007 -6.132
C 2.337 -4.075 0.879
C 2.919 -2.724 1.413
C 3.560 -2.750 2.791
O 4.789 -2.112 2.559
C 4.911 -1.761 1.317
O 5.745 -0.975 0.880
O 3.947 -2.319 0.570
H 1.540 -4.466 1.511
H 3.113 -4.832 0.761
H 1.806 -3.944 -0.064
H 2.176 -1.938 1.278
H 3.663 -3.769 3.165
H 2.837 -2.348 3.501
C -0.410 -0.213 4.814
C -0.870 -0.948 6.088
C -1.091 -2.434 5.924
O -0.654 -2.962 7.123
C 0.009 -2.042 7.821
O 0.315 -2.100 9.002
O 0.076 -0.935 7.144
H -0.552 -0.719 3.859
H 0.606 0.160 4.943
H -0.942 0.737 4.774
H -1.757 -0.449 6.479
H -0.436 -2.774 5.122
H -2.151 -2.679 5.858
C -7.162 1.416 -3.931
O -6.241 1.518 -2.884
C -6.444 0.996 -1.663
O -7.471 0.500 -1.235
O -5.333 1.031 -0.927
C -4.093 1.687 -1.344
H -7.859 2.240 -3.781
H -7.762 0.517 -4.074
H -6.739 1.683 -4.899
H -3.214 1.219 -0.901
H -4.203 2.725 -1.030
H -3.842 1.642 -2.403
C -3.137 -0.563 2.505
O -4.469 -0.804 2.138
C -5.399 0.155 2.024
O -6.557 -0.051 1.623
O -4.945 1.400 2.408
C -5.675 2.598 2.188
H -2.510 -0.131 1.725
H -2.634 -1.522 2.628
H -2.946 0.014 3.409
H -5.107 3.394 2.669
H -6.671 2.488 2.616
H -5.679 2.820 1.121
C 2.025 3.091 -4.140
O 3.184 2.377 -3.580
C 3.219 2.463 -2.222
O 2.493 3.189 -1.478
O 4.233 1.757 -1.703
C 4.963 0.692 -2.419
H 1.105 2.861 -3.603
H 1.931 2.811 -5.190
H 2.242 4.150 -3.994
H 4.774 -0.377 -2.322
H 5.918 0.675 -1.895
H 5.199 0.941 -3.454
C 3.063 1.242 2.843
O 4.314 1.781 2.428
C 4.356 2.854 1.664
O 3.406 3.517 1.233
O 5.600 3.050 1.416
C 6.071 3.920 0.389
H 2.221 1.929 2.768
H 3.075 0.946 3.891
H 2.927 0.367 2.206
H 5.816 3.368 -0.515
H 7.142 3.982 0.199
H 5.637 4.915 0.288
C -2.422 3.309 3.324
O -1.212 3.237 4.065
C 0.078 3.460 3.562
O 0.442 3.475 2.399
O 0.970 3.676 4.571
C 0.701 3.235 5.921
H -2.345 3.601 2.276
H -2.982 4.097 3.828
H -2.908 2.355 3.527
H 1.692 2.835 6.135
H -0.113 2.521 6.047
H 0.611 4.035 6.655
C -3.277 -4.785 -3.435
O -2.360 -4.342 -2.452
C -1.126 -4.810 -2.354
O -0.646 -5.710 -3.101
O -0.443 -4.284 -1.399
C -0.930 -3.049 -0.638
H -3.337 -5.867 -3.547
H -3.218 -4.327 -4.423
H -4.274 -4.586 -3.041
H -0.204 -2.717 0.104
H -1.814 -3.295 -0.050
H -1.043 -2.182 -1.289
C 2.886 -2.186 -2.452
O 2.150 -3.430 -2.714
C 2.728 -4.605 -3.126
O 1.936 -5.440 -3.665
O 4.090 -4.624 -3.020
C 4.812 -5.693 -3.401
H 2.213 -1.401 -2.107
H 3.280 -1.938 -3.437
H 3.766 -2.194 -1.809
H 5.791 -5.348 -3.733
H 4.357 -6.206 -4.249
H 4.926 -6.426 -2.602
```

Results
DFT total energy   -166257.1801 eV
Total charge   0
Multiplicity   1

These are the Mulliken partial charges, in e, on atoms 1 to 99: 1.95 1.65 -0.82 -0.41 -0.38 -0.36 -0.38 -0.32 1.53 -0.09 -0.23 -0.55 -0.17 -0.26 -0.28 -0.61 1.98 -0.32 -0.36 0.43 -0.57 -0.02 0.52 -0.90 0.25 -1.09 0.24 0.35 -1.56 1.93 -0.24 -0.30 0.41 -0.61 -0.03 0.42 0.44 -0.02 -0.97 0.36 0.15 -0.61 0.36 -0.33 -0.37 0.58 -0.59 -0.40 0.19 0.46 -0.29 0.35 0.34 0.26 -0.79 -0.33 0.56 -0.58 -0.10 -0.31 0.31 0.32 0.28 -0.10 0.38 0.40 -0.49 -0.38 0.73 -0.60 -0.18 -0.56 0.23 0.29 0.23 0.17 0.32 0.17 -0.62 -0.39 0.48 -0.59 -0.10 -0.49 0.16 0.29 0.31 0.07 0.25 0.39 0.53 -0.42 0.75 -0.77 -0.39 -0.47 -0.52 0.34 -0.15

---

Below is an isolated ion of composition C4H7N2O2S and charge +1 at a distorted geometry, with properties calculated with ωB97M-V/def2-TZVPD.

The geometry in XYZ format:
```
16
C4H7N2O2S (ωB97M-V/def2-TZVPD)
C 1.213 0.574 -1.800
C -0.838 0.620 1.083
C -1.154 -1.561 0.132
C 0.981 0.338 -0.470
N 0.094 1.121 0.273
N -1.222 -0.635 1.212
O -1.813 -2.621 0.668
O 1.343 -0.761 0.363
S 0.083 2.804 0.023
H 1.792 -0.092 -2.352
H -1.384 1.372 1.633
H 0.842 1.307 -2.403
H -1.917 -0.912 1.942
H -1.630 -3.449 0.279
H 2.252 -0.966 0.142
H 1.358 2.861 -0.726
```

Results
Relative energy (zero: lowest compared OMol25 entry of this formula, charge and spin)   91.6 kcal/mol
DFT total energy   -22160.8874 eV
Total charge   +1
Multiplicity   1

Here is what Mulliken gives for the atomic charges, in e: -1.16 0.09 -0.29 0.61 0.06 0.02 -0.36 -0.46 -0.05 0.27 0.42 0.48 0.36 0.39 0.37 0.25

---

Below is one molecule with the formula C5H8N2 at a distorted geometry, with properties calculated with ωB97M-V/def2-TZVPD.

The geometry in XYZ format:
```
15
C5H8N2 (ωB97M-V/def2-TZVPD)
C -1.239 -1.201 0.539
N -0.163 -0.598 -0.244
C 1.108 -1.053 0.127
C 1.960 -0.005 0.166
C 1.233 1.157 -0.252
C -0.057 0.757 -0.481
N -1.159 1.476 -0.936
H -1.804 -0.450 1.109
H -1.949 -1.790 -0.057
H -0.665 -1.798 1.257
H 1.276 -2.119 0.158
H 2.995 -0.053 0.464
H 1.643 2.141 -0.421
H -2.061 1.076 -0.716
H -1.118 2.460 -0.713
```

Results
SMILES   Cn1cccc1N
Relative energy (zero: lowest compared OMol25 entry of this formula, charge and spin)   21.0 kcal/mol
DFT total energy   -8294.0865 eV
Total charge   0
Multiplicity   1

Here is what Mulliken gives for the atomic charges, in e: -0.97 0.06 -0.58 -0.49 -0.64 0.39 -0.50 0.34 0.22 0.42 0.46 0.42 0.39 0.25 0.24

---

Below is C5H8O as an isolated structure, with properties calculated with ωB97M-V/def2-TZVPD.

The geometry in XYZ format:
```
14
C5H8O (ωB97M-V/def2-TZVPD)
C 1.067 -0.793 0.576
C 0.510 0.204 1.488
C -0.116 -0.059 0.071
C -0.207 0.920 -0.967
O -1.404 0.542 -1.458
C -1.485 -0.500 -0.432
H 1.900 -0.140 -0.824
H 0.903 -1.837 0.865
H -0.042 -0.054 2.398
H 0.951 1.201 1.532
H 0.103 1.954 -1.110
H 1.712 0.334 -1.492
H -2.324 -0.279 0.231
H -1.569 -1.494 -0.876
```

Results
Relative energy (zero: lowest compared OMol25 entry of this formula, charge and spin)   161.3 kcal/mol
DFT total energy   -7355.2610 eV
Total charge   0
Multiplicity   1

Here is what Mulliken gives for the atomic charges, in e: -0.57 -0.55 0.54 -0.42 -0.38 -0.27 0.01 0.16 0.25 0.22 0.42 0.07 0.25 0.26